1.
Density functional theory data (wB97M-V/def2-TZVPD) for a cluster of 2 separate species, C6H7N in total in a non-equilibrium geometry.

CARTESIAN COORDINATES (ANGSTROEM)
N: -1.241 2.228 -1.165
C: -0.621 1.698 -0.343
C: -0.010 0.784 0.600
C: 1.351 0.174 0.161
C: 0.955 -1.215 -0.287
C: -0.361 -1.435 -0.206
C: -1.173 -0.243 0.207
H: -0.024 1.177 1.626
H: 1.810 0.759 -0.648
H: 2.080 0.164 0.985
H: 1.695 -1.926 -0.653
H: -0.848 -2.366 -0.467
H: -1.733 0.602 -0.850
H: -1.880 -0.400 1.041

Cartesian forces, eV/Å:
N 0.7 1.1 0.1
C 1.3 2.4 -0.2
C -0.7 0.6 -0.7
C -0.2 0.1 0.0
C -0.2 0.0 0.0
C -0.2 0.1 -0.3
C -0.8 0.4 -1.2
H -0.1 -0.3 -0.3
H -0.1 -0.1 0.1
H -0.3 0.0 -0.2
H -0.3 0.1 0.2
H 0.1 0.0 -0.1
H 0.6 -4.3 3.0
H 0.2 0.0 -0.5

* energy above the lowest of the compared OMol25 structures with the same formula, charge and spin: 3.7020 eV
* energy: -7821.945 eV
* Kohn-Sham gap: 9.6 eV

2.
Density functional theory data (wB97M-V/def2-TZVPD) for a structure of composition C6H6CaCl2NS in a non-equilibrium geometry.

CARTESIAN COORDINATES (ANGSTROEM)
Ca: -0.990 -1.130 -0.763
Cl: -3.524 -0.189 0.136
C: -4.461 -1.420 -0.701
Cl: -3.372 -2.490 -1.585
H: -5.130 -0.931 -1.412
H: -5.012 -2.007 0.036
S: 1.398 -1.743 -1.406
C: 1.661 -0.367 -0.404
C: 2.963 0.096 -0.163
C: 3.142 1.197 0.641
C: 2.025 1.825 1.196
C: 0.776 1.313 0.914
N: 0.587 0.242 0.133
H: 3.797 -0.421 -0.613
H: 4.134 1.571 0.841
H: 2.132 2.689 1.830
H: -0.123 1.765 1.321

Cartesian forces, eV/Å:
Ca 0.1 -0.2 -0.1
Cl 0.0 0.5 0.4
C -0.7 -0.1 0.0
Cl 0.0 -0.4 -0.3
H 0.2 -0.1 0.2
H 0.2 0.1 -0.2
S 0.0 -0.9 -0.7
C 0.5 0.2 0.1
C -0.1 0.2 0.1
C -0.2 -0.2 -0.1
C -0.3 0.0 0.0
C 0.2 0.5 0.3
N 0.1 0.3 0.2
H 0.0 0.0 0.0
H 0.1 0.0 0.0
H -0.1 0.1 0.1
H 0.1 0.0 0.0

* charge: +1
* energy: -62124.139 eV
* Kohn-Sham gap: 7.6 eV

3.
Density functional theory data (wB97M-V/def2-TZVPD) for the molecule C23H25N3O5S in a non-equilibrium geometry.

CARTESIAN COORDINATES (ANGSTROEM)
C: -1.250 -4.217 1.443
N: -2.028 -3.280 0.683
C: -2.682 -3.605 -0.489
O: -2.746 -4.688 -0.993
O: -3.271 -2.477 -0.977
C: -2.965 -1.450 -0.139
C: -3.285 -0.115 -0.246
C: -2.791 0.714 0.750
S: -2.963 2.491 0.539
O: -2.854 3.114 1.825
O: -4.120 2.739 -0.267
N: -1.650 3.000 -0.345
C: -1.569 2.614 -1.731
C: -0.805 1.305 -1.936
C: 0.563 1.326 -1.243
C: 1.086 -0.109 -1.165
O: 0.316 -1.030 -0.939
N: 2.408 -0.328 -1.321
C: 2.910 -1.684 -1.211
C: 3.582 -1.861 0.147
C: 4.602 -0.780 0.371
C: 5.613 -0.948 1.309
C: 6.550 0.043 1.531
C: 6.486 1.223 0.809
C: 5.483 1.401 -0.125
C: 4.537 0.409 -0.350
C: 3.470 0.645 -1.397
C: 0.440 1.811 0.211
C: -0.373 3.102 0.313
C: -2.063 0.239 1.827
C: -1.745 -1.107 1.936
C: -2.183 -1.939 0.921
H: -1.337 -5.185 0.953
H: -1.630 -4.286 2.464
H: -0.204 -3.908 1.464
H: -3.879 0.286 -1.050
H: -1.072 3.427 -2.275
H: -2.593 2.530 -2.095
H: -1.375 0.468 -1.535
H: -0.665 1.134 -3.005
H: 1.228 1.983 -1.806
H: 3.632 -1.853 -2.016
H: 2.068 -2.368 -1.326
H: 2.819 -1.802 0.930
H: 4.052 -2.844 0.213
H: 5.661 -1.872 1.868
H: 7.330 -0.105 2.262
H: 7.214 2.002 0.974
H: 5.429 2.321 -0.691
H: 3.938 0.584 -2.392
H: 3.083 1.656 -1.275
H: -0.052 1.027 0.789
H: 1.434 1.973 0.636
H: 0.177 3.930 -0.149
H: -0.575 3.354 1.354
H: -1.752 0.947 2.580
H: -1.165 -1.483 2.763

Cartesian forces, eV/Å:
C 0.1 -0.2 0.1
N -0.2 0.2 -0.2
C 0.3 -0.8 0.3
O -0.1 0.1 -0.2
O -0.3 0.1 -0.4
C 0.4 0.6 0.8
C -0.2 -0.6 -0.2
C -0.1 0.8 0.1
S 0.1 0.1 0.0
O 0.3 -0.2 0.1
O 0.0 -0.3 -0.3
N -0.9 -0.1 0.5
C -0.1 -0.3 -0.6
C 0.1 0.1 0.0
C -0.2 -0.3 0.1
C -0.1 0.4 -0.2
O -0.2 -0.2 0.1
N 0.4 -0.2 -0.1
C -0.2 -0.4 0.2
C -0.1 0.0 -0.2
C 0.0 0.0 0.0
C 0.0 0.1 0.0
C 0.0 -0.1 0.1
C 0.0 0.1 0.0
C 0.0 -0.1 0.0
C 0.0 0.0 0.1
C 0.1 0.3 -0.2
C 0.0 0.2 -0.1
C 0.5 -0.1 0.5
C -0.1 0.1 0.1
C -0.1 -0.2 -0.2
C -0.3 0.6 -0.2
H 0.0 0.1 0.1
H 0.0 0.0 0.0
H 0.0 0.0 0.0
H -0.1 0.0 -0.2
H -0.1 0.0 0.0
H 0.1 0.1 -0.2
H 0.1 0.1 -0.1
H 0.0 0.0 0.0
H 0.0 0.0 0.0
H 0.0 0.0 0.0
H 0.2 0.1 0.0
H 0.0 -0.1 0.0
H 0.0 0.0 0.0
H 0.0 -0.1 0.1
H 0.1 0.0 0.1
H 0.1 0.1 0.0
H 0.0 0.1 -0.1
H -0.1 0.1 0.1
H 0.0 -0.1 0.0
H 0.1 0.0 0.0
H 0.0 0.0 0.1
H -0.1 0.0 0.1
H 0.2 0.1 0.0
H 0.1 0.0 0.1
H 0.1 0.0 0.1

* structure (SMILES): Cn1c(=O)oc2cc(S(=O)(=O)N3CCC(C(=O)N4CCc5ccccc5C4)CC3)ccc21
* energy above the lowest of the compared OMol25 structures with the same formula, charge and spin: 0.9993 eV
* energy: -49801.281 eV
* Kohn-Sham gap: 9.0 eV

4.
Density functional theory data (wB97M-V/def2-TZVPD) for a structure of composition C10H25HgO10 in a non-equilibrium geometry.

CARTESIAN COORDINATES (ANGSTROEM)
Hg: 0.290 -0.224 -0.030
C: -1.701 4.018 0.018
C: -2.142 2.623 -0.276
O: -1.363 1.659 -0.068
O: -3.318 2.478 -0.670
H: -0.969 3.960 0.823
H: -2.593 4.602 0.247
H: -1.270 4.470 -0.876
C: -0.836 -1.389 -4.021
C: -0.465 -1.113 -2.608
O: -1.308 -0.877 -1.721
O: 0.725 -1.072 -2.303
H: -0.631 -2.374 -4.440
H: -0.337 -0.732 -4.734
H: -1.905 -1.367 -4.230
C: -2.741 -1.865 3.310
C: -2.644 -0.997 1.980
O: -3.681 -0.567 1.448
O: -1.570 -0.805 1.324
H: -3.743 -1.706 3.710
H: -1.958 -1.541 3.996
H: -2.672 -2.949 3.228
C: -0.049 -3.515 0.247
O: 0.775 -2.451 0.611
H: 0.602 -4.388 0.195
H: -0.864 -3.656 0.956
H: -0.531 -3.302 -0.707
H: 1.595 -2.865 0.888
C: 1.426 2.893 -1.770
O: 1.280 1.515 -1.511
H: 2.332 2.962 -2.373
H: 0.545 3.216 -2.325
H: 1.527 3.467 -0.849
H: 1.701 1.090 -2.263
C: 0.624 0.798 3.246
O: 1.113 1.088 1.867
H: 1.513 0.592 3.842
H: 0.095 1.660 3.653
H: 0.057 -0.133 3.212
H: 1.813 1.744 1.894
C: 3.636 -1.048 -0.729
O: 2.720 -0.377 0.123
H: 3.147 -1.749 -1.406
H: 4.125 -0.314 -1.371
H: 4.387 -1.648 -0.216
H: 3.261 0.188 0.679

Cartesian forces, eV/Å:
Hg -1.8 -0.4 -0.4
C -0.6 0.5 -0.3
C 3.9 -1.9 1.5
O -1.8 1.9 -0.8
O -1.6 -0.5 -0.7
H -0.2 0.1 0.0
H 0.2 0.3 0.4
H 0.2 -0.1 0.0
C -1.1 -0.6 -1.7
C -1.4 0.1 0.7
O -1.2 0.0 -0.1
O 3.7 0.0 -0.1
H 0.7 -0.3 0.7
H 0.1 0.3 0.3
H -0.1 0.6 0.5
C 0.0 1.0 -0.8
C -1.2 -0.1 -2.2
O -0.8 -0.4 1.7
O 2.3 -0.8 1.6
H 0.2 0.3 0.2
H -0.1 0.0 0.2
H 0.4 0.0 -0.7
C -1.0 -0.8 -0.4
O 1.1 0.3 0.7
H -0.5 -0.4 -0.2
H 0.1 0.0 0.2
H 0.2 -0.1 -0.1
H 0.2 0.7 0.1
C -0.1 -0.1 -0.3
O 0.3 0.0 0.2
H 0.0 0.8 0.0
H 0.1 0.5 -0.1
H 0.0 -0.1 0.0
H -0.3 -0.8 0.1
C 1.3 0.1 -0.9
O -0.8 -0.4 1.1
H 0.0 0.1 0.2
H -0.2 -0.2 -0.2
H -0.3 0.4 -0.3
H -0.1 0.1 0.1
C 0.3 -0.3 -1.1
O 0.7 -0.6 0.2
H -0.6 0.3 0.2
H 0.3 0.0 0.0
H 0.1 0.2 0.5
H -0.3 0.1 0.2

* energy: -35419.669 eV
* ⟨S²⟩: 0.76
* Kohn-Sham gap (alpha / beta): 6.8 / 4.1 eV
* spin multiplicity: 2